Molecular formula: C5H12ClNSi
Method: DFT, ωB97M-V/def2-TZVPD

The geometry in XYZ format:
```
20
Properties=species:S:1:pos:R:3:forces:R:3
C -3.70648 0.62305 1.11071 0.07 -4.80 0.96
C -2.53326 -0.37250 1.00408 0.70 -2.37 -1.99
C 3.75297 0.35381 -0.67261 1.60 -3.16 2.63
C 3.23354 -0.65940 1.43595 -0.03 -2.14 -0.63
C -1.52252 0.46225 -1.92743 -1.45 -2.77 0.56
N 3.17061 0.32884 0.65653 0.86 0.08 0.62
Si -1.44313 -0.61899 -0.39621 -2.97 1.72 1.69
Cl -0.03272 -2.01414 -0.31029 0.85 -0.74 -0.12
H -3.47515 1.09838 1.97971 -0.13 1.83 2.58
H -4.72803 0.18051 1.13707 0.77 -0.27 0.49
H -2.53072 -1.32855 1.66012 -0.03 2.00 -0.67
H 3.11890 0.77824 -1.31947 -2.16 1.64 -2.54
H 4.70792 0.80449 -0.65025 0.75 1.58 0.33
H 4.11812 -0.61760 -0.99369 -0.71 -0.84 -0.39
H 2.97038 -0.54399 2.46614 -0.53 0.46 0.59
H -3.81136 1.26781 0.36458 0.31 2.94 -3.36
H 3.45247 -1.82301 1.27179 0.18 2.37 -0.62
H -2.10680 1.29204 -1.76157 -1.40 2.00 0.90
H -0.63456 0.78505 -2.26944 3.41 1.10 -1.00
H -2.00018 0.00369 -2.78572 -0.11 -0.66 -0.02
```
Positions in Å, forces in eV/Å.

Summary:
**LUMO**: 0.60 eV
**E_HOMO**: -7.6 eV
**Strongest force on any atom**: 4.9 eV Å⁻¹
**ΔE to the lowest compared entry with this formula, charge and spin**: 82.25 kcal per mole
**SMILES string**: C/C=[Si](\C)Cl.C=NC

---

Molecular formula: C3H4BrN3O3
Method: DFT, ωB97M-V/def2-TZVPD

The geometry in XYZ format:
```
14
Properties=species:S:1:pos:R:3:forces:R:3
C -0.58285 1.31912 -0.22214 0.66 0.10 -0.26
C -1.57485 -1.06456 -0.00601 -0.69 1.29 -1.32
C 0.79427 0.70411 0.31846 0.69 -1.94 -1.27
N -1.48491 0.37915 -0.47747 0.51 0.84 0.17
N -0.44119 -1.47102 0.38439 2.46 1.81 0.36
N 1.72463 0.30125 -0.63047 -0.63 1.41 2.99
O -0.63345 2.52169 -0.43115 0.40 -0.91 0.33
O -2.68499 -1.48019 -0.20385 -1.32 -1.10 0.03
O 1.02526 0.74487 1.58033 -1.74 1.85 -0.99
Br 3.45341 -0.45340 -0.17060 -2.08 0.62 -0.40
H -2.28412 0.72070 -0.98447 -0.45 -0.03 0.21
H -0.30611 -2.43063 0.44961 -0.24 -1.95 0.49
H 1.21120 -0.04931 -1.40868 0.29 -0.70 -1.03
H 1.78369 0.25822 1.80205 2.13 -1.28 0.70
```
Positions in Å, forces in eV/Å.

Summary:
**LUMO**: -2.05 eV
**E_HOMO**: -8.7 eV
**Strongest force on any atom**: 3.4 eV Å⁻¹
**ΔE to the lowest compared entry with this formula, charge and spin**: 39.85 kcal per mole

---

Molecular formula: C7H11OP
Method: DFT, ωB97M-V/def2-TZVPD

The geometry in XYZ format:
```
20
Properties=species:S:1:pos:R:3:forces:R:3
C -0.22370 0.53231 -1.63892 3.13 -1.68 -1.98
C -1.16924 0.84339 -0.75138 -2.01 -0.94 2.93
C -0.01825 -1.76838 -0.94673 -0.03 -0.45 2.09
C 0.43729 -0.77331 -1.68277 -0.81 3.28 -1.54
C 1.60308 -0.93041 -2.63085 0.14 -0.24 0.31
C -1.02047 1.09349 2.60167 -0.14 0.15 -0.08
C -0.76593 -0.27486 1.98477 -0.10 -0.57 -0.39
O -3.13597 -0.61170 0.56352 -1.14 -0.29 0.48
P -1.69178 -0.44558 0.39824 1.79 1.60 -1.27
H 0.10635 1.26246 -2.36855 -0.01 0.00 -0.03
H -1.70426 1.78104 -0.76483 -0.44 -0.16 -0.22
H 0.32760 -2.76186 -0.76367 -0.63 -0.67 -0.11
H 1.73015 -0.03765 -3.23596 0.02 0.10 0.02
H 1.44091 -1.78056 -3.28775 0.03 -0.12 -0.08
H 2.52096 -1.10551 -2.06636 0.07 0.01 -0.12
H -2.08768 1.24414 2.77518 0.08 0.05 0.04
H -0.49405 1.17613 3.55340 -0.05 -0.02 0.01
H -0.65965 1.88300 1.94139 -0.03 0.00 0.06
H -1.12182 -1.07195 2.64362 0.07 0.00 -0.07
H 0.29122 -0.42897 1.78221 0.06 -0.05 -0.07
```
Positions in Å, forces in eV/Å.

Summary:
**LUMO (alpha / beta)**: 0.18 / -2.65 eV
**2S+1**: 3
**E_HOMO (alpha / beta)**: -5.6 / -8.7 eV
**Strongest force on any atom**: 4.1 eV Å⁻¹
**ΔE to the lowest compared entry with this formula, charge and spin**: 0.00 kcal per mole

---

Molecular formula: C9H8CuN2O4
Method: DFT, ωB97M-V/def2-TZVPD

The geometry in XYZ format:
```
24
Properties=species:S:1:pos:R:3:forces:R:3
O -0.22569 2.90439 -3.34934 1.51 -3.30 3.45
C 0.09386 2.12465 -2.55192 -3.67 4.82 -3.07
Cu 0.62698 0.19599 -1.81430 -0.82 0.96 2.06
O 2.74373 1.62324 -3.36806 -4.55 -1.84 2.88
C 1.84814 1.17163 -2.77252 8.00 1.87 -4.31
C -0.69921 -0.59885 -2.93165 -5.20 -3.40 -2.94
O -1.54684 -1.23229 -3.37741 3.26 2.43 1.59
C 1.80715 -1.28918 -1.86783 5.16 -4.80 1.02
O 2.66174 -2.06030 -1.77812 -3.79 3.25 -0.56
C -0.04514 -2.21680 2.94973 0.03 -0.39 0.29
C -0.23403 -1.11405 1.98370 -0.24 0.50 0.50
C -0.80223 0.14292 2.13624 0.11 0.11 -0.65
C -0.67172 0.79450 0.89467 -0.09 -0.39 0.99
N -0.02966 -0.02536 0.04667 0.06 0.29 -0.88
N 0.19932 -1.17355 0.72597 0.60 -0.91 -0.40
C -1.17083 2.15277 0.57374 -0.14 0.42 0.19
H 0.48021 -1.86094 3.84263 -0.05 0.01 -0.21
H -1.01351 -2.59525 3.29052 0.11 0.01 -0.11
H 0.53042 -3.04537 2.52121 -0.16 0.16 0.09
H -1.24989 0.54421 3.02828 -0.02 0.03 0.02
H 0.62531 -1.98978 0.28863 -0.24 0.46 0.31
H -2.27269 2.15423 0.59311 0.39 0.07 -0.06
H -0.82089 2.87170 1.33455 -0.18 -0.30 -0.32
H -0.83455 2.52148 -0.39851 -0.08 -0.05 0.11
```
Positions in Å, forces in eV/Å.

Summary:
**LUMO (alpha / beta)**: -10.06 / -11.42 eV
**2S+1**: 2
**E_HOMO (alpha / beta)**: -16.6 / -16.6 eV
**Total charge**: +2
**Strongest force on any atom**: 9.3 eV Å⁻¹
**ΔE to the lowest compared entry with this formula, charge and spin**: 36.59 kcal per mole

---

Molecular formula: C2H13N2O3
Method: DFT, ωB97M-V/def2-TZVPD

The geometry in XYZ format:
```
20
Properties=species:S:1:pos:R:3:forces:R:3
C 1.10938 -0.49197 0.47442 1.24 -0.41 0.07
C 1.13238 -1.51364 -0.38644 -0.04 -0.08 -0.04
N 2.14560 -2.43565 -0.37457 -0.32 0.44 -0.28
N -0.00027 0.39650 0.70334 -0.05 0.64 0.45
H 1.98378 -0.32613 1.09205 -0.31 0.19 0.25
H 0.35939 -1.68005 -1.12635 -0.19 -0.10 0.35
H 2.22736 -3.04983 -1.16317 0.06 -0.01 -0.11
H 3.01620 -2.11669 0.00629 0.30 -0.21 0.17
H 0.15589 1.38365 0.48073 0.16 -0.15 -0.68
H -0.23638 0.46494 1.69618 -0.24 -0.31 0.27
H -0.80377 0.09600 0.17077 -0.45 -0.02 -0.32
H -0.25546 2.88326 3.19591 0.05 0.30 0.14
H -1.35966 2.00200 3.80192 0.05 0.07 0.04
O -0.58078 1.98428 3.23634 -0.06 -0.49 -0.34
H -0.90900 2.69039 -1.94498 0.22 -0.35 0.18
H -1.36891 1.24869 -2.13793 0.45 0.12 0.32
O -0.72573 1.78477 -1.63974 -0.64 0.31 -0.44
H -2.62993 -0.99125 -1.64223 -0.65 -0.13 0.06
H -1.56606 -1.20274 -2.68596 0.18 -0.22 -1.26
O -1.69403 -1.12652 -1.75657 0.25 0.43 1.16
```
Positions in Å, forces in eV/Å.

Summary:
**LUMO**: -2.86 eV
**E_HOMO**: -12.2 eV
**Total charge**: +1
**Strongest force on any atom**: 1.3 eV Å⁻¹
**ΔE to the lowest compared entry with this formula, charge and spin**: 22.61 kcal per mole

---

Molecular formula: C3H7N2O
Method: DFT, ωB97M-V/def2-TZVPD

The geometry in XYZ format:
```
13
Properties=species:S:1:pos:R:3:forces:R:3
C 1.02104 1.83471 -1.67863 1.02 -0.62 -1.15
C -0.22008 -0.07154 -0.75579 -1.62 -3.47 2.31
C 0.28065 -0.71648 1.13027 2.23 1.76 -3.26
N 0.27293 0.84353 -1.40490 2.18 2.96 -0.91
N -0.93054 -0.99131 1.67515 0.24 -0.41 1.34
O -1.23922 -0.81094 -1.21967 1.60 2.33 -1.16
H 1.91174 1.78031 -2.37059 -1.03 -0.77 0.70
H 0.93376 2.86073 -1.34684 -1.07 -0.01 0.43
H 0.73029 0.24177 1.46741 -0.18 -0.80 -0.29
H 1.12756 -1.45675 0.73018 -2.49 1.12 1.43
H -1.01582 -1.98616 1.92810 -0.59 0.95 0.23
H -1.60853 -1.29353 -0.50689 -0.69 -1.04 1.54
H -1.26378 -0.23437 2.35219 0.38 -2.01 -1.21
```
Positions in Å, forces in eV/Å.

Summary:
**LUMO**: -4.88 eV
**E_HOMO**: -14.0 eV
**Total charge**: +1
**Strongest force on any atom**: 4.5 eV Å⁻¹
**ΔE to the lowest compared entry with this formula, charge and spin**: 87.54 kcal per mole

---

Molecular formula: C11H10O
Method: DFT, ωB97M-V/def2-TZVPD

The geometry in XYZ format:
```
22
Properties=species:S:1:pos:R:3:forces:R:3
C -2.88547 -0.89509 0.60149 -0.09 -0.02 0.04
C -2.05505 -1.83469 1.18639 -0.07 -0.10 -0.01
C -2.34643 0.24909 0.04354 0.12 0.06 0.02
C -0.68639 -1.62549 1.21323 -0.03 0.01 -0.02
C -0.97069 0.46333 0.04722 -0.15 -0.34 0.21
C -0.13449 -0.49104 0.64630 -0.04 -0.08 0.14
C -0.41418 1.62413 -0.62934 0.42 0.22 -0.31
C 0.85154 1.65327 -1.07203 -0.32 0.50 -0.21
C 1.77429 0.58307 -0.80224 -0.82 -2.30 3.57
C 2.80159 0.16318 -1.51730 -0.02 0.13 -0.12
C 1.33364 -0.22159 0.74516 1.01 1.83 -3.60
O 1.65756 0.63849 1.79491 -0.01 0.10 0.33
H -3.95348 -1.05361 0.57471 -0.08 -0.02 0.02
H -2.46954 -2.73300 1.61679 -0.06 -0.09 0.05
H -2.99155 0.98178 -0.42039 -0.06 0.07 -0.05
H -0.03886 -2.35861 1.66966 0.10 -0.07 0.09
H -1.09413 2.43351 -0.85907 0.00 0.07 -0.05
H 1.20838 2.48540 -1.66429 -0.07 0.15 -0.09
H 3.40666 -0.67344 -1.21194 0.07 -0.17 0.10
H 3.05772 0.62963 -2.45714 0.10 0.17 -0.13
H 1.95719 -1.10695 0.83166 -0.09 -0.05 0.00
H 1.04243 1.38292 1.76813 0.08 -0.04 0.04
```
Positions in Å, forces in eV/Å.

Summary:
**LUMO**: 0.24 eV
**E_HOMO**: -8.4 eV
**Strongest force on any atom**: 4.3 eV Å⁻¹
**ΔE to the lowest compared entry with this formula, charge and spin**: 31.53 kcal per mole
**SMILES string**: C=C1C=Cc2ccccc2[C@@H]1O

---

Molecular formula: C18H58O11
Method: DFT, ωB97M-V/def2-TZVPD

The geometry in XYZ format:
```
87
Properties=species:S:1:pos:R:3:forces:R:3
O 17.89775 3.12600 0.99310 -0.30 -0.50 0.45
H 18.08890 4.05201 0.84409 0.04 0.31 0.01
H 17.21786 3.12669 1.66690 -0.25 -0.13 0.23
O 19.26280 3.63493 -4.12978 0.14 0.86 -3.06
H 18.90528 3.18930 -3.36177 0.37 2.26 -1.90
H 19.73383 4.38784 -3.77275 -0.26 -0.58 -0.05
O 21.07905 3.27126 -2.35069 2.98 1.18 0.02
H 20.16764 2.97957 -2.32895 0.90 -0.19 -0.30
H 21.51797 2.73668 -1.68901 0.45 -0.13 -0.20
O 16.84106 5.71157 -4.28296 -1.72 -1.47 -4.20
H 16.00044 5.36006 -3.98965 1.45 1.30 -0.70
H 17.23274 6.08658 -3.49417 -0.90 0.20 0.25
O 19.00974 2.34962 -2.42676 -1.67 -7.54 2.57
H 18.44561 1.91644 -3.06733 -0.15 -1.15 -0.35
H 18.70013 2.02996 -1.57931 -0.21 -0.20 0.56
C 17.92866 7.41469 0.24321 0.86 0.45 1.51
C 16.53066 7.87313 -0.10811 0.71 0.09 -1.29
C 15.96233 8.91756 0.79094 -0.47 0.57 1.42
O 16.60469 8.30416 -1.45303 -2.09 3.14 1.53
H 18.39960 6.87061 -0.57549 0.55 1.55 0.68
H 17.81020 6.62745 0.98774 0.43 0.22 0.85
H 18.56623 8.21645 0.61577 0.00 0.00 0.05
H 15.95691 6.94850 -0.17119 -0.40 0.44 1.30
H 14.98890 9.34073 0.54300 0.11 -0.16 -0.75
H 16.63503 9.75454 0.97813 0.22 0.04 -0.47
H 15.76658 8.55151 1.79879 0.22 -0.53 0.15
H 17.01874 7.53892 -1.85868 0.15 0.65 -1.02
C 19.63580 8.15513 -3.57298 -1.01 0.42 0.37
C 19.43812 6.64110 -3.74114 3.74 2.81 -4.95
C 20.45762 6.09731 -4.75075 0.83 -0.82 -0.45
O 19.57453 5.94850 -2.50312 7.23 -1.02 -1.55
H 20.53247 8.56094 -3.10459 0.56 -0.63 -0.40
H 18.86413 8.58310 -2.93309 -0.35 -0.14 0.03
H 19.45138 8.59581 -4.55272 0.34 0.12 -0.01
H 18.47435 6.52036 -4.23579 0.79 -0.31 0.25
H 20.19938 5.08313 -5.05543 0.14 0.41 -0.28
H 21.47889 6.03899 -4.37430 0.14 0.04 0.63
H 20.64253 6.59865 -5.70078 -0.82 0.71 0.20
H 20.51188 5.74282 -2.47756 0.59 -0.22 0.62
C 12.97975 2.92527 -3.48222 -0.52 -0.86 -1.51
C 14.26489 3.10033 -2.75200 -0.39 -0.26 -0.02
C 14.85255 1.84822 -2.18636 0.88 -0.50 0.39
O 15.24262 3.68406 -3.59875 -0.07 -2.53 -1.12
H 13.06705 2.22675 -4.31441 0.38 -0.03 -0.19
H 12.72134 3.89847 -3.89958 -0.34 -0.72 -0.13
H 12.16656 2.48934 -2.90188 -0.01 0.46 0.43
H 14.01523 3.72341 -1.89319 0.45 0.07 -0.03
H 15.71045 2.06373 -1.54943 0.02 0.39 0.25
H 15.28967 1.18862 -2.93599 -0.55 -0.16 -0.30
H 14.13067 1.33705 -1.54941 -0.06 -0.17 -0.24
H 15.06489 4.56754 -3.92961 -1.93 -1.07 -0.65
C 15.76215 5.27512 -1.66174 0.05 1.08 0.75
C 17.26199 5.49842 -1.47941 -1.60 -3.17 0.37
C 18.05163 4.20650 -1.75771 -1.11 1.41 0.71
O 17.62350 6.53563 -2.38702 -3.21 -0.72 3.59
H 15.26542 6.19962 -1.36739 0.86 -1.23 -1.17
H 15.29998 4.59607 -0.94523 0.71 -0.42 0.15
H 15.50294 4.96129 -2.67289 0.48 1.07 2.64
H 17.36745 5.76806 -0.42857 -0.03 -0.64 -0.95
H 19.12797 4.37850 -1.75521 -1.28 -0.30 -0.04
H 17.73695 3.86032 -2.74221 -0.62 0.72 0.80
H 17.96615 3.44605 -0.98150 -1.30 0.76 -0.19
H 18.56452 6.42079 -2.53833 -2.40 1.08 2.41
C 22.67454 4.10724 1.52774 -0.02 -1.12 -0.81
C 21.63173 5.04061 0.89214 0.89 0.15 1.37
C 20.49921 4.24395 0.32255 -0.82 -0.10 0.85
O 21.19892 5.99726 1.89136 -0.17 0.48 -1.17
H 23.25340 4.41814 2.39743 -0.18 0.65 -0.24
H 23.36279 3.79024 0.74421 0.34 0.12 0.02
H 22.20713 3.16209 1.80402 -0.30 -0.04 0.28
H 22.11319 5.58052 0.07679 0.01 0.58 0.31
H 20.79188 3.48358 -0.40153 0.07 0.31 0.86
H 19.73721 4.82596 -0.19582 0.45 0.51 0.27
H 19.98694 3.80633 1.17939 0.20 -0.38 -0.11
H 21.04377 5.61160 2.75669 0.12 -0.51 -0.18
C 12.28998 5.65373 -2.61954 -0.31 -0.07 -0.06
C 12.79120 7.05477 -2.44412 -1.02 0.43 1.94
C 13.47569 7.34527 -1.11494 -1.12 -0.57 1.35
O 13.61285 7.46783 -3.45067 1.20 0.15 -1.86
H 11.43618 5.46633 -1.96839 0.06 0.12 0.34
H 13.00992 4.85618 -2.43597 -0.28 1.02 -0.03
H 11.84921 5.57896 -3.61364 0.28 -0.10 -0.19
H 11.88379 7.65825 -2.46689 -0.35 0.32 0.08
H 13.22950 8.32803 -0.71286 0.32 0.24 -0.35
H 14.54167 7.12219 -1.06989 -1.38 1.52 -0.29
H 13.05187 6.67164 -0.37015 -0.16 -0.19 0.27
H 14.09156 8.21436 -3.08309 0.46 0.14 -0.37
```
Positions in Å, forces in eV/Å.

Summary:
**LUMO**: 0.07 eV
**E_HOMO**: -9.2 eV
**Strongest force on any atom**: 8.1 eV Å⁻¹
**ΔE to the lowest compared entry with this formula, charge and spin**: 367.05 kcal per mole